1.
The following is a quantum chemistry calculation of a molecular structure, C38H29Cl3F5N8O4RuS4Se at a distorted geometry, from the OMol25 dataset.

```
! RIJCOSX wB97M-V def2-TZVPD def2/J DEFGRID3
* xyz 0 2
Ru 0.5012 -1.0215 0.8595
O -0.1844 -0.7470 5.1829
C 1.0787 -0.6797 5.6211
C 1.2761 -0.6352 7.0020
C 2.5473 -0.5425 7.5191
C 3.6537 -0.4835 6.6773
C 3.4807 -0.5434 5.3138
C 2.1993 -0.6505 4.7645
C 2.0200 -0.7458 3.3171
O 0.8625 -0.9698 2.8361
N 3.0945 -0.5799 2.5482
N 2.8844 -0.6896 1.2407
C 3.8626 -0.5239 0.4331
S 3.5613 -0.3981 -1.2719
C 5.2822 0.0853 -1.6880
C 6.1981 -0.6353 -0.7284
S 5.5322 -0.3654 0.9543
H -0.1793 -0.8838 4.2118
H 0.4028 -0.6842 7.6346
H 2.6851 -0.5272 8.5896
H 4.6456 -0.4034 7.0973
H 4.3231 -0.5182 4.6412
H 5.3611 1.1678 -1.5734
H 5.4573 -0.1938 -2.7255
H 7.2144 -0.2442 -0.7654
H 6.2096 -1.7098 -0.9175
O 1.3573 1.2963 0.6397
N 1.2329 2.4746 1.1627
C 0.2001 3.2593 0.7888
C 0.0882 4.5692 1.1798
C 1.0738 5.1224 1.9962
C 2.0884 4.3065 2.4335
C 2.1646 2.9637 2.0442
S 3.4291 1.9895 2.6318
H -0.5272 2.7820 0.1467
H -0.7591 5.1472 0.8513
H 1.0352 6.1596 2.2875
H 2.8637 4.6695 3.0875
F 0.2580 -3.8547 0.0311
C 0.9707 -3.1058 0.9375
F 0.4433 -3.4777 2.1564
C 2.3835 -3.7025 0.9158
F 3.0831 -3.3816 2.0084
F 2.4058 -5.0397 0.8167
F 3.0931 -3.2561 -0.1431
Se -3.2522 -2.9424 -0.0395
N -4.3712 -1.7944 0.7402
C -3.6744 -0.7853 1.2548
C -4.1500 0.3629 1.8912
C -3.2153 1.2957 2.3366
C -1.8637 1.0994 2.1349
N -1.3822 0.0383 1.4680
C -2.2491 -0.8902 1.0665
N -1.8096 -1.9680 0.4250
H -5.2090 0.5104 2.0284
H -3.5391 2.1941 2.8394
H -1.1319 1.7982 2.5134
Cl -4.4625 4.9617 -0.8637
C -3.7438 3.7610 -1.8670
C -3.2206 4.1105 -3.1047
C -2.6528 3.1262 -3.8910
C -2.5957 1.7954 -3.4866
C -1.9362 0.7913 -4.4162
C -0.3779 0.8411 -4.2357
N 0.0363 -0.0418 -3.1842
C 0.4295 -1.3346 -3.3640
C 0.6184 -1.8673 -2.1266
N 0.3398 -0.9150 -1.1922
C -0.0139 0.1682 -1.8588
O -2.4208 -0.4863 -4.1394
C -2.4766 -1.4478 -5.1741
C -3.0621 -2.6576 -4.5112
C -4.3994 -2.9306 -4.4753
Cl -5.6267 -2.0820 -5.3008
S -4.7722 -4.3055 -3.4941
C -3.1096 -4.4928 -3.0994
C -2.3289 -3.5619 -3.7001
C -3.1446 1.4663 -2.2467
Cl -3.1712 -0.1405 -1.6412
C -3.7048 2.4483 -1.4356
H -3.2741 5.1321 -3.4463
H -2.2467 3.3928 -4.8560
H -2.1681 1.0852 -5.4533
H -0.0740 1.8637 -4.0074
H 0.1149 0.5139 -5.1532
H 0.5733 -1.7633 -4.3339
H 0.9254 -2.8623 -1.8740
H -0.2735 1.1108 -1.4178
H -1.4788 -1.6687 -5.5753
H -3.1206 -1.0942 -5.9906
H -2.8108 -5.2882 -2.4455
H -1.2638 -3.5092 -3.5676
H -4.1095 2.1679 -0.4751
*
```

Values from the calculation:
- HOMO (spin up / spin down) (eV) = -5.7 / -5.7
- Kohn-Sham gap (spin up / spin down) (eV) = 3.40 / 3.42
- energy relative to the best compared isomer or geometry (same formula, charge and spin) (kJ/mol) = 329.6
- maximum force (eV Å⁻¹) = 4.52
- LUMO (spin up / spin down) (eV) = -2.299 / -2.299

These are the Mulliken partial charges, in e, on atoms 1 to 5: -0.347 -0.756 0.481 -0.759 -0.361


2.
The following is a quantum chemistry calculation of a molecular structure, C17H53O12Ti at a distorted geometry, from the OMol25 dataset.

```
! RIJCOSX wB97M-V def2-TZVPD def2/J DEFGRID3
* xyz 0 4
Ti 0.2422 3.6924 3.8925
C -0.1325 -0.1554 -0.2354
C -0.2051 0.6609 1.0392
O -1.0609 1.5846 1.0909
O 0.6753 0.4804 1.8840
H -1.1205 -0.1449 -0.6958
H 0.1588 -1.1723 0.0275
H 0.6594 0.1566 -0.9163
C 2.1887 -0.9113 -5.6852
O 1.9192 -0.8468 -7.0814
H 1.5592 -1.6759 -5.2301
H 3.2391 -1.1045 -5.4675
H 1.8989 -0.0009 -5.1604
H 2.6272 -0.3335 -7.4773
C -1.1905 6.9908 1.5489
O 0.1265 6.6330 1.9666
H -1.4882 7.9132 2.0476
H -1.1909 7.1392 0.4691
H -1.9317 6.2501 1.8491
H 0.6944 7.4070 1.9703
C -5.6639 2.4619 2.6593
O -5.1711 1.3346 2.0468
H -5.3956 3.3926 2.1594
H -6.7494 2.4163 2.5718
H -5.4347 2.5146 3.7237
H -4.2595 1.5641 1.8518
C 5.1808 0.9907 0.1493
O 4.3458 -0.1881 0.1929
H 4.6376 1.8627 0.5134
H 5.9711 0.8537 0.8874
H 5.6789 1.2009 -0.7971
H 3.8285 -0.0491 0.9896
C -2.8853 -4.2680 2.8279
O -3.5407 -5.5570 2.8449
H -3.6075 -3.4533 2.8802
H -2.2865 -4.1108 3.7250
H -2.3137 -4.2292 1.9006
H -2.8578 -6.2304 2.8046
C -1.8417 1.4808 6.5664
C -2.6137 2.7032 7.0164
O -2.2068 3.7520 6.1006
H -1.9847 0.5721 7.1510
H -0.7898 1.7551 6.6470
H -2.2183 1.2491 5.5701
H -2.4365 3.0184 8.0447
H -3.6889 2.5287 6.9738
H -2.8651 4.4476 6.1668
C -1.2721 4.8991 -4.3754
C -0.9642 4.0753 -3.1747
O -2.1571 3.6430 -2.5808
H -0.4112 5.4037 -4.8140
H -1.7989 5.7715 -3.9889
H -1.9008 4.3477 -5.0746
H -0.3051 4.5847 -2.4717
H -0.3959 3.1959 -3.4777
H -1.9526 3.3493 -1.6900
C 5.3608 -5.9328 -3.4224
C 5.5041 -4.6695 -2.5829
O 4.2325 -4.3454 -2.1058
H 6.0373 -5.9327 -4.2771
H 4.3806 -6.0016 -3.8943
H 5.6240 -6.8499 -2.8954
H 5.8774 -3.8602 -3.2104
H 6.0551 -4.8871 -1.6679
H 4.2986 -3.5188 -1.6221
C -2.7881 -0.0568 -6.1962
C -2.4772 -1.3565 -5.5306
O -1.7977 -2.2397 -6.4267
H -3.3731 -0.2132 -7.1026
H -1.8413 0.4573 -6.3616
H -3.3930 0.5810 -5.5517
H -3.3584 -1.8007 -5.0677
H -1.8730 -1.0890 -4.6637
H -1.0367 -1.7569 -6.7573
C 2.2205 -5.4407 4.3827
C 2.2046 -4.0707 3.7430
O 1.6496 -3.2445 4.7018
H 1.2604 -5.8402 4.7091
H 2.9252 -5.4884 5.2130
H 2.6801 -6.0788 3.6279
H 1.5738 -4.1162 2.8552
H 3.1945 -3.6856 3.4983
H 1.5175 -2.4084 4.2489
*
```

Values from the calculation:
- HOMO (spin up / spin down) (eV) = -7.9 / -7.9
- Kohn-Sham gap (spin up / spin down) (eV) = 6.47 / 6.16
- energy relative to the best compared isomer or geometry (same formula, charge and spin) (kJ/mol) = 606.4
- maximum force (eV Å⁻¹) = 1.92
- LUMO (spin up / spin down) (eV) = -1.410 / -1.713

These are the Mulliken partial charges, in e, on atoms 1 to 5: 0.872 -0.785 0.597 -0.724 -0.737


3.
The following is a quantum chemistry calculation of 2 unconnected molecules or ions with the total composition C4H6N4 at a distorted geometry, from the OMol25 dataset.

```
! RIJCOSX wB97M-V def2-TZVPD def2/J DEFGRID3
* xyz 0 1
C 0.8085 0.0792 -0.1633
C 0.2923 -2.0673 0.2066
C -0.9604 -1.6787 -0.2348
C -0.5578 0.4376 -0.2803
H 1.5710 1.9309 0.6737
H 2.7161 0.8498 0.4833
H 0.3464 -3.0777 0.3624
H -1.7602 -2.4981 -0.3455
H -0.7969 2.6225 -0.9139
H -2.2203 2.0361 0.3653
N 1.7350 1.0802 0.0895
N 1.2107 -1.1154 0.2323
N -1.4205 -0.4288 -0.3141
N -0.9639 1.8297 -0.1611
*
```

Values from the calculation:
- HOMO (eV) = -8.1
- Kohn-Sham gap (eV) = 8.84
- energy relative to the best compared isomer or geometry (same formula, charge and spin) (kJ/mol) = 323.2
- maximum force (eV Å⁻¹) = 6.34
- LUMO (eV) = 0.716

These are the Mulliken partial charges, in e, on atoms 1 to 5: 0.364 -0.219 -0.118 0.502 0.260


4.
The following is a quantum chemistry calculation of C2H8N4S in the gas phase at a distorted geometry, from the OMol25 dataset.

```
! RIJCOSX wB97M-V def2-TZVPD def2/J DEFGRID3
* xyz 0 1
C -1.9805 -0.7495 -0.0969
C 1.5514 -0.2296 0.0591
H -2.3599 -1.6878 -0.5075
H -1.9871 0.0152 -0.8775
H -2.7210 -0.4732 0.6689
H -0.5362 -0.2962 1.3205
H 0.7001 -1.8897 -0.6454
H 2.0721 1.4886 0.9966
H 0.9297 2.0172 -1.2035
H -0.3862 1.7067 -0.2752
N -0.6788 -0.9769 0.5503
N 0.4136 -0.9783 -0.2763
N 1.3201 1.0470 0.5325
N 0.6039 1.9349 -0.2317
S 3.0589 -0.9282 -0.0140
*
```

Values from the calculation:
- HOMO (eV) = -8.3
- Kohn-Sham gap (eV) = 8.96
- SMILES = CNNC(=S)NN
- energy relative to the best compared isomer or geometry (same formula, charge and spin) (kJ/mol) = 79.1
- maximum force (eV Å⁻¹) = 2.75
- LUMO (eV) = 0.693

These are the Mulliken partial charges, in e, on atoms 1 to 5: -0.839 -0.014 0.280 0.304 0.329


5.
The following is a quantum chemistry calculation of C7H10N2 in the gas phase at a distorted geometry, from the OMol25 dataset.

```
! RIJCOSX wB97M-V def2-TZVPD def2/J DEFGRID3
* xyz 0 1
C 0.9015 1.7029 -0.7143
C -3.0331 -0.3174 0.9267
C -1.9556 0.2150 0.4121
C 0.8333 -0.3160 1.1222
C 1.2958 0.4281 -0.1368
C 2.6260 -0.0828 -0.7462
C -1.0257 -0.4514 -0.5675
N 0.4263 2.4376 -1.4757
N 0.3024 -0.8125 -0.1589
H -3.5858 0.0959 1.6885
H -3.3190 -1.3390 0.6166
H -1.5468 1.1429 0.7099
H 1.4735 -0.9355 1.6070
H 0.1123 0.0799 1.8742
H 2.4346 -0.6813 -1.5812
H 3.1049 -0.7057 -0.0075
H 3.2590 0.7941 -1.0838
H -0.8545 0.1369 -1.4670
H -1.4491 -1.3918 -1.0183
*
```

Values from the calculation:
- HOMO (eV) = -9.5
- Kohn-Sham gap (eV) = 10.44
- SMILES = C=CCN1C[C@]1(C)C#N
- energy relative to the best compared isomer or geometry (same formula, charge and spin) (kJ/mol) = 353.7
- maximum force (eV Å⁻¹) = 4.22
- LUMO (eV) = 0.894

These are the Mulliken partial charges, in e, on atoms 1 to 5: 0.004 -0.833 -0.004 -0.628 1.205


6.
The following is a quantum chemistry calculation of a molecular structure, C27H22Cl2LuN4O2 at a distorted geometry, from the OMol25 dataset.

```
! RIJCOSX wB97M-V def2-TZVPD def2/J DEFGRID3
* xyz 1 1
Lu -0.0545 -0.1392 -0.2127
Cl -1.1086 2.1751 6.2682
C -0.4845 1.9672 4.6810
C -1.0026 0.9753 3.8559
C -0.4775 0.7843 2.5877
N -0.8594 -0.2871 1.7314
C -0.7076 -1.5175 2.2557
O -0.4375 -1.8162 3.4059
C -0.8691 -2.6446 1.2410
C -1.1972 -3.9034 1.7312
C -1.2256 -4.9822 0.8688
C -0.9086 -4.7637 -0.4654
C -0.5818 -3.4843 -0.8757
N -0.5633 -2.4226 -0.0536
C 0.5649 1.6210 2.1137
C 1.0650 2.6202 2.9444
C 0.5645 2.7683 4.2308
Cl 1.2859 3.9159 5.2840
N 1.1083 1.2126 0.8944
C 2.1257 1.8127 0.2494
O 2.5337 2.9581 0.3312
C 2.8344 0.7873 -0.6274
C 4.2146 0.9022 -0.7449
C 4.9358 -0.1127 -1.3447
C 4.2361 -1.1938 -1.8662
C 2.8550 -1.2054 -1.7650
N 2.1445 -0.2585 -1.1336
H -1.7843 0.3237 4.2160
H -1.3925 -3.9889 2.7895
H -1.4720 -5.9693 1.2261
H -0.9017 -5.5809 -1.1682
H -0.3179 -3.3027 -1.9128
H 1.8736 3.2505 2.6050
H 4.6751 1.7858 -0.3324
H 6.0112 -0.0589 -1.4097
H 4.7576 -2.0096 -2.3424
H 2.2827 -2.0114 -2.2150
C 0.6701 2.3479 -3.0292
C -0.3947 1.5955 -2.2810
C -0.8848 0.3743 -2.7797
C -1.9998 -0.2548 -2.2050
C -2.6844 -1.4099 -2.8809
C -2.5903 0.3314 -1.0729
C -2.1297 1.5498 -0.5488
C -2.9024 2.2474 0.5310
C -1.0142 2.1577 -1.1539
H 1.6698 2.0532 -2.7057
H 0.5704 3.4178 -2.8607
H 0.5949 2.1556 -4.0981
H -0.4860 -0.0036 -3.7159
H -2.6939 -2.2997 -2.2529
H -2.2191 -1.6469 -3.8337
H -3.7206 -1.1348 -3.0728
H -3.5085 -0.0983 -0.6842
H -2.5279 1.9747 1.5195
H -3.9530 1.9690 0.4793
H -2.8177 3.3265 0.4259
H -0.7019 3.1427 -0.8200
*
```

Values from the calculation:
- HOMO (eV) = -10.2
- Kohn-Sham gap (eV) = 6.69
- energy relative to the best compared isomer or geometry (same formula, charge and spin) (kJ/mol) = 21.7
- maximum force (eV Å⁻¹) = 2.33
- LUMO (eV) = -3.516

These are the Mulliken partial charges, in e, on atoms 1 to 5: 1.610 -0.189 0.030 -0.279 -0.584


7.
The following is a quantum chemistry calculation of a molecular structure, C44H40ClGdN5O3P2Te at a distorted geometry, from the OMol25 dataset.

```
! RIJCOSX wB97M-V def2-TZVPD def2/J DEFGRID3
* xyz -1 8
Gd 1.2848 -14.6055 17.2462
O 2.8788 -14.5538 18.8338
C 3.2175 -14.7941 20.0939
C 4.5567 -14.5906 20.5460
C 4.9536 -14.8474 21.8392
C 3.9843 -15.2625 22.7762
C 2.6565 -15.4349 22.3995
C 2.2171 -15.2177 21.0354
C 0.9138 -15.4899 20.5996
N 0.2054 -14.9665 19.5293
C -1.0716 -15.4693 19.6247
C -1.1508 -16.3593 20.6583
N 0.0827 -16.3600 21.2510
H 5.2876 -14.2724 19.8084
H 5.9754 -14.7264 22.1914
H 4.2815 -15.4745 23.8059
H 1.9493 -15.7322 23.1760
H -1.8464 -15.1592 18.9498
H -1.9735 -16.9818 20.9590
H 0.3767 -16.8244 22.1030
C -0.3036 -16.5044 13.0047
C 0.1758 -16.1848 14.3953
N 0.6587 -14.9726 14.7092
O 0.3250 -14.0234 13.7341
C 0.1511 -17.1485 15.4925
C -0.3209 -18.5631 15.4496
N 0.6290 -16.6773 16.6258
O 0.8583 -17.4722 17.6048
H -0.0588 -15.6578 12.3619
H -1.4121 -16.6119 12.9486
H 0.1360 -17.4443 12.6180
H 0.3898 -13.1706 14.2064
H -1.3210 -18.6136 14.9475
H -0.3437 -18.9349 16.4988
H 0.3695 -19.2189 14.8690
Te 3.4431 -13.8094 13.1743
C 5.3233 -13.5905 12.2396
C 5.4099 -13.8838 10.8827
C 6.6474 -13.7607 10.2488
N 7.7526 -13.3562 10.8761
C 7.6650 -13.0621 12.1713
C 6.4817 -13.1673 12.9066
C 4.0644 -13.8768 15.4068
P 4.0701 -15.6003 15.8228
C 5.1493 -16.1043 17.1618
C 4.7206 -17.1244 18.0291
C 5.5938 -17.5642 19.0052
C 6.8755 -17.0190 19.1140
C 7.2809 -15.9930 18.2687
C 6.4051 -15.5080 17.3005
C 4.6816 -16.6301 14.4775
C 3.8085 -17.5651 13.8950
C 4.2014 -18.2550 12.7549
C 5.4822 -18.0396 12.2274
C 6.3407 -17.1556 12.8378
C 5.9651 -16.4539 13.9669
P 3.3074 -12.4733 16.2050
C 3.2162 -11.0137 15.1327
C 2.0058 -10.4659 14.7066
C 1.9956 -9.2846 13.9995
C 3.2019 -8.6195 13.7395
C 4.4163 -9.1790 14.1438
C 4.4289 -10.4135 14.7965
C 4.2681 -11.9207 17.6439
C 3.5533 -11.3827 18.7230
C 4.2292 -11.0840 19.8829
C 5.6187 -11.2443 19.9428
C 6.3178 -11.7465 18.8738
C 5.6471 -12.0868 17.6864
H 4.5265 -14.1746 10.3094
H 6.7210 -13.9649 9.1836
H 8.5910 -12.7249 12.6404
H 6.4833 -12.9329 13.9774
H 3.7064 -17.5281 17.9344
H 5.3179 -18.3541 19.7093
H 7.5201 -17.3924 19.9235
H 8.2532 -15.5094 18.3971
H 6.7036 -14.6949 16.6482
H 2.8277 -17.7212 14.3459
H 3.5171 -18.9423 12.2817
H 5.8163 -18.5504 11.3154
H 7.3626 -17.0487 12.4858
H 6.6458 -15.7169 14.4070
H 1.0574 -10.9727 15.0078
H 1.0746 -8.8598 13.6334
H 3.2047 -7.7011 13.1782
H 5.3485 -8.6606 13.9312
H 5.3757 -10.8914 15.0603
H 2.4615 -11.2554 18.6133
H 3.6930 -10.7268 20.7675
H 6.1681 -10.8974 20.8146
H 7.3919 -11.8937 18.9559
H 6.1535 -12.4842 16.8044
Cl -1.6002 -13.7944 16.5487
C -0.2807 -12.6464 17.2212
H -0.6467 -12.4026 18.2208
H -0.3951 -11.7639 16.6036
*
```

Values from the calculation:
- HOMO (spin up / spin down) (eV) = -1.3 / -4.6
- Kohn-Sham gap (spin up / spin down) (eV) = 3.58 / 6.54
- energy relative to the best compared isomer or geometry (same formula, charge and spin) (kJ/mol) = 0.0
- maximum force (eV Å⁻¹) = 4.25
- LUMO (spin up / spin down) (eV) = 2.242 / 1.975

These are the Mulliken partial charges, in e, on atoms 1 to 5: -0.141 0.603 0.000 -0.109 -1.053


8.
The following is a quantum chemistry calculation of 2 unconnected molecules or ions with the total composition CBrCl2F at a distorted geometry, from the OMol25 dataset.

```
! RIJCOSX wB97M-V def2-TZVPD def2/J DEFGRID3
* xyz 0 1
C -0.1442 0.2714 -0.0281
F 0.1355 0.6684 -1.2483
Cl 1.3678 -1.7317 0.0604
Cl 0.3976 1.2952 1.1799
Br -1.7566 -0.5034 0.0361
*
```

Values from the calculation:
- HOMO (spin up / spin down) (eV) = -10.1 / -10.1
- Kohn-Sham gap (spin up / spin down) (eV) = 8.16 / 8.16
- energy relative to the best compared isomer or geometry (same formula, charge and spin) (kJ/mol) = 42.9
- maximum force (eV Å⁻¹) = 3.00
- LUMO (spin up / spin down) (eV) = -1.988 / -1.987

The computed Mulliken charges, all in e, follow: 0.293 -0.083 -0.350 0.021 0.120


| no. | DFT total energy (Ha) |
| --- | --- |
| 1 | -8173.300380 |
| 2 | -2431.485070 |
| 3 | -374.938269 |
| 4 | -698.138502 |
| 5 | -382.117441 |
| 6 | -3567.480886 |
| 7 | -4376.561068 |
| 8 | -3632.288560 |